# 1
Below is 3 unconnected molecules or ions with the total composition C25H41F13O12P2, with properties calculated with the ωB97M-V functional and the def2-TZVPD basis.

Values from the calculation:
net charge	0
total energy	-3861.2134	a.u.
structure (SMILES)	CCO[C@]1(CCC(F)(F)C(F)(F)C(F)(F)C(F)(F)C(F)(F)C(F)(F)F)COC(=O)O1.CCOP(=O)(OCC)OCC.CCOP(=O)(OCC)OCC
Kohn-Sham gap	10.77	eV

Atoms and positions in Å:
C: 1.633 1.047 -0.674
C: 0.256 1.423 -1.212
O: -0.566 1.789 -0.101
C: -1.929 1.606 -0.302
C: -2.386 0.165 -0.254
C: -3.907 -0.023 -0.295
C: -4.450 -0.403 -1.674
F: -5.584 0.293 -1.929
F: -3.537 0.020 -2.603
C: -4.607 -1.946 -1.906
F: -4.160 -2.209 -3.154
F: -3.751 -2.573 -1.070
C: -6.033 -2.546 -1.846
F: -6.805 -1.926 -2.754
F: -5.955 -3.826 -2.262
C: -6.776 -2.483 -0.484
F: -8.085 -2.619 -0.770
F: -6.654 -1.275 0.107
C: -6.427 -3.609 0.558
F: -7.459 -4.470 0.616
F: -5.334 -4.319 0.251
C: -6.247 -3.088 2.013
F: -6.006 -4.170 2.764
F: -5.181 -2.303 2.129
F: -7.343 -2.523 2.481
C: -2.548 2.523 -1.342
O: -2.177 3.789 -0.775
C: -2.433 3.613 0.554
O: -2.575 4.507 1.303
O: -2.477 2.295 0.857
H: 1.535 0.709 0.357
H: 2.304 1.901 -0.662
H: 2.062 0.216 -1.229
H: -0.154 0.580 -1.771
H: 0.372 2.269 -1.892
H: -2.056 -0.188 0.724
H: -1.851 -0.441 -0.978
H: -4.431 0.878 0.014
H: -4.157 -0.761 0.459
H: -2.264 2.395 -2.381
H: -3.637 2.518 -1.300
C: 5.355 -2.607 -2.299
C: 4.030 -1.895 -2.505
O: 3.052 -2.705 -3.168
P: 2.440 -3.983 -2.400
O: 1.610 -3.512 -1.277
O: 1.372 -4.501 -3.508
C: -0.024 -4.539 -3.212
C: -0.701 -3.224 -3.544
O: 3.542 -5.072 -2.843
C: 3.781 -6.200 -1.968
C: 2.539 -7.042 -1.754
H: 5.256 -3.430 -1.587
H: 6.101 -1.916 -1.908
H: 5.715 -3.030 -3.236
H: 3.628 -1.551 -1.547
H: 4.177 -1.020 -3.136
H: -0.187 -4.811 -2.169
H: -0.452 -5.340 -3.815
H: -0.097 -2.370 -3.239
H: -1.675 -3.154 -3.059
H: -0.850 -3.134 -4.621
H: 4.166 -5.837 -1.011
H: 4.566 -6.791 -2.434
H: 1.757 -6.475 -1.240
H: 2.774 -7.914 -1.144
H: 2.129 -7.372 -2.707
C: 0.396 6.569 2.370
C: 0.393 5.053 2.310
O: 1.710 4.496 2.153
P: 2.766 4.609 3.355
O: 2.322 3.768 4.480
O: 4.016 3.792 2.708
C: 4.504 2.599 3.318
C: 3.775 1.368 2.809
O: 3.414 6.039 2.976
C: 3.972 6.840 4.042
C: 5.104 6.137 4.765
H: 0.879 6.929 3.282
H: -0.626 6.948 2.360
H: 0.943 6.988 1.526
H: -0.078 4.634 3.202
H: -0.179 4.725 1.450
H: 4.442 2.671 4.404
H: 5.564 2.532 3.067
H: 2.703 1.542 2.726
H: 3.943 0.517 3.471
H: 4.132 1.101 1.812
H: 3.178 7.108 4.745
H: 4.328 7.760 3.583
H: 4.753 5.236 5.274
H: 5.540 6.796 5.516
H: 5.879 5.833 4.063



# 2
Below is a single C5H6O molecule, with properties calculated with the ωB97M-V functional and the def2-TZVPD basis.

Values from the calculation:
net charge	0
energy relative to the best compared isomer or geometry (same formula, charge and spin)	113.57	kcal/mol
total energy	-269.1652	a.u.
Kohn-Sham gap	7.73	eV

Atoms and positions in Å:
O: -0.129 -1.592 0.698
C: 0.821 -0.690 0.188
C: 0.586 -0.330 -1.330
C: 0.795 0.718 0.595
C: -0.468 1.183 0.926
C: -1.573 1.607 1.227
H: -0.911 -1.080 0.957
H: 1.797 -1.167 0.309
H: -0.432 -0.635 -1.580
H: 1.312 -0.838 -1.965
H: 0.691 0.744 -1.524
H: -2.490 2.080 1.499



# 3
Below is a single CH3Cl2OP molecule, with properties calculated with the ωB97M-V functional and the def2-TZVPD basis.

Values from the calculation:
net charge	0
energy relative to the best compared isomer or geometry (same formula, charge and spin)	86.10	kcal/mol
total energy	-1376.8249	a.u.
structure (SMILES)	POC(Cl)Cl
Kohn-Sham gap	9.94	eV

Atoms and positions in Å:
P: 1.144 -0.347 -1.022
O: 0.516 0.490 0.243
C: -1.061 0.253 0.509
Cl: -1.861 1.808 0.556
Cl: -1.691 -0.843 -0.622
H: 1.432 -1.420 -0.154
H: 2.462 0.230 -1.016
H: -0.943 -0.170 1.506